No. 1
ORCA calculation (ωB97M-V with the def2-TZVPD basis set) on C37H91N6NaO15 as an isolated structure in a non-equilibrium geometry.

```
150
Properties=species:S:1:pos:R:3:mulliken_charge:R:1
Na -6.413 17.047 5.201 0.41
O -5.921 20.279 8.014 -0.50
C -6.327 19.154 7.284 0.52
O -7.113 19.366 6.325 -0.82
O -5.922 17.998 7.535 0.01
H -6.729 20.783 7.759 0.24
C -15.043 26.889 10.362 -0.77
O -13.950 26.014 10.542 -0.29
C -12.744 26.509 9.998 -0.51
C -11.544 26.107 10.843 -0.86
N -10.788 25.012 10.253 -0.36
C -11.558 23.815 10.076 -0.70
C -10.689 22.604 9.882 0.10
O -9.559 22.601 10.716 -0.41
C -8.709 21.509 10.443 -0.21
H -15.946 26.395 10.701 0.23
H -15.111 27.234 9.321 0.32
H -14.881 27.812 10.942 0.31
H -12.763 27.613 10.085 0.46
H -12.636 26.387 8.914 0.37
H -11.779 26.108 11.913 0.29
H -10.855 26.957 10.747 0.47
H -10.006 24.830 10.872 0.24
H -12.372 23.900 9.353 0.33
H -12.198 23.578 10.957 0.27
H -10.385 22.570 8.814 0.31
H -11.204 21.632 9.956 -0.04
H -7.917 21.530 11.188 0.25
H -8.214 21.517 9.467 0.32
H -9.349 20.631 10.583 -0.09
C -8.845 15.889 12.235 -0.73
O -8.693 15.839 10.840 -0.39
C -8.445 17.124 10.213 0.00
C -9.703 17.385 9.387 0.33
N -11.010 17.324 10.043 -0.39
C -11.285 18.634 10.644 -0.09
C -12.719 18.765 11.079 -0.74
O -12.960 17.842 12.137 -0.30
C -14.306 17.878 12.571 -0.78
H -9.183 14.892 12.518 0.25
H -9.538 16.683 12.507 0.35
H -7.869 15.972 12.726 0.21
H -7.603 16.976 9.531 -0.45
H -8.113 17.779 11.026 0.50
H -9.616 16.667 8.569 -0.60
H -9.550 18.372 8.926 0.35
H -10.721 16.687 10.788 0.28
H -11.101 19.367 9.854 0.25
H -10.566 18.883 11.438 0.26
H -13.357 18.560 10.215 0.44
H -12.836 19.750 11.557 0.35
H -15.008 18.081 11.762 0.31
H -14.350 18.662 13.333 0.28
H -14.500 16.904 13.010 0.23
C -4.096 15.020 11.230 -0.76
O -4.127 16.393 11.573 -0.52
C -4.562 17.265 10.570 2.09
C -3.941 18.678 10.737 -1.38
N -3.544 19.315 9.474 -0.01
C -2.172 18.958 9.082 -0.05
C -1.132 19.669 9.907 -1.02
O -1.004 19.250 11.240 -0.38
C -0.550 17.940 11.434 -0.51
H -3.051 14.840 10.935 0.25
H -4.872 14.782 10.505 0.27
H -4.190 14.412 12.131 0.36
H -5.639 17.427 10.476 -0.46
H -4.147 16.855 9.636 -0.63
H -3.163 18.538 11.484 0.45
H -4.690 19.284 11.259 0.35
H -4.245 18.911 8.852 -0.11
H -2.055 19.123 8.010 0.53
H -2.124 17.861 9.213 0.07
H -1.370 20.734 9.926 0.24
H -0.123 19.633 9.469 0.45
H -1.253 17.212 11.020 0.13
H -0.508 17.848 12.516 0.22
H 0.447 17.757 11.015 0.33
C -2.415 25.463 -0.286 -0.76
O -2.123 24.383 0.521 -0.30
C -2.817 24.309 1.740 -1.03
C -2.742 22.855 2.246 -0.26
N -1.386 22.353 2.371 -0.32
C -0.688 22.842 3.570 -0.75
C -1.347 22.574 4.903 -0.18
O -1.807 23.786 5.463 -0.39
C -2.568 23.553 6.640 -0.61
H -1.947 25.354 -1.260 0.25
H -1.964 26.383 0.124 0.30
H -3.486 25.678 -0.364 0.30
H -3.869 24.569 1.564 0.47
H -2.414 24.981 2.512 0.36
H -3.432 22.347 1.565 0.32
H -3.291 22.944 3.191 0.25
H -0.887 22.791 1.600 0.34
H -0.364 23.890 3.486 0.35
H 0.275 22.319 3.586 0.41
H -0.548 22.218 5.572 0.47
H -2.134 21.813 4.834 0.06
H -3.063 24.471 6.952 0.27
H -1.961 23.183 7.472 0.28
H -3.326 22.818 6.375 0.23
C -4.121 19.841 3.088 -0.77
O -4.588 18.507 3.039 -0.20
C -3.525 17.582 3.245 -0.51
C -3.976 16.154 3.303 -1.11
N -4.715 15.631 4.477 -0.09
C -3.972 15.820 5.750 -1.41
C -4.537 15.264 7.031 1.17
O -4.767 13.841 6.970 -0.37
C -3.742 13.080 7.586 -0.69
H -3.949 20.230 4.103 0.17
H -4.950 20.458 2.744 0.38
H -3.221 19.962 2.481 0.36
H -2.874 17.881 4.075 0.47
H -2.932 17.712 2.328 0.49
H -3.067 15.553 3.136 0.39
H -4.665 15.922 2.487 0.35
H -4.680 14.619 4.379 0.25
H -3.799 16.894 5.854 0.43
H -2.966 15.365 5.643 0.59
H -5.577 15.590 7.170 -0.55
H -3.982 15.647 7.888 -0.05
H -4.100 12.047 7.556 0.28
H -3.552 13.350 8.627 0.20
H -2.814 13.050 7.000 0.28
C -11.128 12.146 5.539 -0.83
O -10.062 13.040 5.532 -0.30
C -9.905 13.829 6.706 -0.83
C -8.545 14.477 6.641 0.04
N -8.331 15.260 5.405 0.01
C -9.237 16.410 5.290 -0.28
C -9.256 16.964 3.863 -1.02
O -7.948 16.963 3.285 -0.09
C -7.871 17.421 1.959 -0.80
H -10.898 11.396 6.299 0.34
H -11.076 11.652 4.572 0.23
H -12.082 12.659 5.637 0.31
H -9.946 13.073 7.502 0.69
H -10.690 14.585 6.789 0.22
H -7.713 13.791 6.794 0.37
H -8.464 15.239 7.425 -0.37
H -8.536 14.688 4.588 0.24
H -8.970 17.211 5.996 0.08
H -10.281 16.226 5.578 0.50
H -9.659 17.977 3.817 0.39
H -9.857 16.285 3.243 0.47
H -8.720 17.123 1.344 0.35
H -6.872 17.169 1.593 0.17
H -7.758 18.521 1.901 0.28
```

Its total energy is -83906.1547 eV. The HOMO energy comes out at -0.293 Eh. Its HOMO-LUMO gap is 8.080 eV.

***

No. 2
ORCA calculation (ωB97M-V with the def2-TZVPD basis set) on an isolated ion of composition C7H15N2O and charge +1 in a non-equilibrium geometry.

```
25
Properties=species:S:1:pos:R:3:mulliken_charge:R:1
C -1.864 -0.010 1.643 -0.03
C -0.693 0.750 2.219 -0.69
C 0.516 -0.236 0.322 -0.09
C -0.858 -0.606 -3.098 -1.37
C 1.562 1.406 1.644 -0.77
C 0.767 -0.182 -1.110 -0.36
C 0.028 -1.183 -1.985 -0.34
N -1.817 -0.616 0.570 -0.44
N 0.247 0.922 1.107 -0.06
O 0.934 -1.285 1.051 -0.51
H -2.737 -0.107 2.302 0.40
H -1.070 1.594 2.629 0.49
H -0.124 0.050 2.955 0.31
H -1.523 0.028 -2.609 0.40
H -1.503 -1.372 -3.724 0.32
H -0.313 -0.005 -3.871 0.32
H 1.838 0.782 2.537 0.34
H 2.274 1.137 0.832 0.34
H 1.524 2.507 1.868 0.36
H 0.531 0.874 -1.421 0.36
H 1.812 -0.199 -1.352 0.40
H 0.678 -2.003 -2.399 0.41
H -0.619 -1.722 -1.219 0.29
H -0.216 1.624 0.554 0.44
H 0.626 -2.148 0.555 0.49
```

Its total energy is -12519.0485 eV. The HOMO energy (spin up / spin down) comes out at -0.484 / -0.447 Eh. As for the total charge: +1. Its HOMO-LUMO gap (spin up / spin down) is 9.304 / 7.840 eV.

***

No. 3
ORCA calculation (ωB97M-V with the def2-TZVPD basis set) on a 7-piece molecular cluster, C18H45Cl4NO5 overall in a non-equilibrium geometry.

```
73
Properties=species:S:1:pos:R:3:mulliken_charge:R:1
Cl 23.727 29.907 16.315 -0.23
C 24.443 31.461 15.766 0.64
C 24.527 32.439 16.893 -0.42
Cl 26.044 32.257 17.801 -0.21
H 23.734 31.787 15.007 -0.61
H 25.405 31.303 15.284 0.30
H 23.663 32.381 17.547 0.38
H 24.573 33.451 16.486 0.14
Cl 27.514 29.999 8.708 -0.20
C 27.069 30.314 10.417 0.38
C 27.884 31.454 10.950 -0.36
Cl 27.626 33.002 10.111 -0.21
H 27.328 29.407 10.961 -0.08
H 25.998 30.447 10.544 -0.08
H 28.944 31.207 10.893 0.44
H 27.706 31.547 12.024 0.18
C 23.609 33.937 10.454 -1.25
C 24.330 34.578 11.616 0.68
C 23.710 35.819 12.196 -1.36
O 24.371 33.555 12.671 -0.28
H 23.561 34.615 9.600 0.43
H 22.571 33.733 10.731 0.26
H 24.076 33.013 10.121 0.22
H 25.390 34.722 11.387 0.23
H 22.686 35.701 12.551 0.12
H 23.596 36.589 11.419 0.44
H 24.353 36.311 12.927 0.46
H 24.801 33.967 13.428 0.13
C 20.165 25.681 11.568 -1.19
C 21.147 24.548 11.919 0.60
C 21.879 24.785 13.204 -0.88
O 20.421 23.302 11.942 -0.55
H 19.604 25.422 10.670 0.40
H 20.729 26.587 11.302 0.22
H 19.549 26.028 12.397 0.31
H 21.844 24.511 11.070 0.15
H 21.223 25.159 13.992 0.31
H 22.669 25.530 13.104 0.02
H 22.399 23.883 13.532 0.37
H 19.924 23.305 11.120 0.32
C 28.537 26.066 13.877 -1.58
C 27.273 26.902 13.784 0.84
C 26.988 27.623 15.094 -1.19
O 27.402 27.848 12.730 -0.50
H 29.405 26.712 13.725 0.36
H 28.581 25.375 13.028 0.39
H 28.588 25.477 14.788 0.37
H 26.456 26.207 13.533 0.01
H 26.827 26.902 15.901 0.42
H 26.013 28.115 15.029 0.26
H 27.794 28.323 15.303 0.28
H 26.703 28.512 12.837 0.33
C 20.160 35.045 14.897 -1.22
C 20.560 33.597 15.134 0.17
C 20.893 32.826 13.852 -0.60
O 21.775 33.613 15.947 -0.49
H 20.950 35.687 14.506 0.25
H 19.752 35.540 15.776 0.35
H 19.376 35.000 14.127 0.35
H 19.818 33.052 15.711 0.34
H 20.007 32.893 13.215 0.48
H 21.124 31.804 14.155 0.29
H 21.769 33.188 13.316 -0.19
H 22.416 34.154 15.478 0.32
O 25.226 29.741 12.903 -0.48
C 24.072 29.523 12.545 0.66
N 23.197 30.520 12.352 0.02
C 23.652 28.109 12.223 -1.09
H 22.329 30.371 11.877 0.19
H 23.510 31.416 12.709 -0.28
H 23.896 27.874 11.184 0.38
H 22.575 27.969 12.349 0.45
H 24.140 27.341 12.817 -0.06
```

Its total energy is -81214.0482 eV. The HOMO energy comes out at -0.359 Eh. As for the SMILES: CC(N)=O.CC(C)O.CC(C)O.CC(C)O.CC(C)O.ClCCCl.ClCCCl. Its HOMO-LUMO gap is 10.002 eV.